(1)
Here is a cluster of 8 separate species, C42H77BF4N14 in total in a non-equilibrium geometry from OMol25. Energies are from the ωB97M-V functional and the def2-TZVPD basis.

The geometry in XYZ format:
```
138
Properties=species:S:1:pos:R:3:mulliken_charge:R:1
C -1.513 3.367 2.620 0.624
C -0.306 3.819 3.432 -0.864
N 0.130 5.197 3.212 0.323
C 0.683 5.698 2.053 -0.334
C 0.735 7.045 2.184 -0.662
N 0.256 7.348 3.443 0.103
C -0.093 6.219 4.040 -0.025
C 0.197 8.682 4.047 -0.816
H -1.306 3.582 1.569 -0.500
H -2.481 3.805 2.858 0.537
H -1.567 2.282 2.682 -0.444
H 0.540 3.163 3.228 0.234
H -0.521 3.684 4.493 0.360
H 0.901 5.058 1.215 0.477
H 0.978 7.827 1.485 0.516
H -0.601 6.135 4.988 0.410
H 1.136 9.210 3.905 0.363
H -0.088 8.600 5.090 0.316
H -0.562 9.277 3.535 0.360
C -3.696 -0.415 1.918 -0.759
C -3.646 -1.751 1.216 -0.281
N -4.674 -2.688 1.689 0.273
C -5.962 -2.800 1.213 -0.316
C -6.590 -3.736 1.959 -0.454
N -5.667 -4.207 2.871 0.083
C -4.514 -3.596 2.658 -0.213
C -5.977 -5.218 3.891 -0.738
H -3.847 -0.517 2.995 0.445
H -4.580 0.124 1.571 0.380
H -2.827 0.220 1.759 -0.014
H -2.687 -2.275 1.220 0.240
H -3.780 -1.639 0.138 -0.057
H -6.300 -2.251 0.352 0.449
H -7.596 -4.120 1.977 0.451
H -3.611 -3.764 3.219 0.475
H -7.037 -5.440 3.893 0.290
H -5.645 -4.867 4.866 0.348
H -5.411 -6.129 3.698 0.350
C -0.247 0.122 4.801 -0.924
C 0.430 -1.217 4.649 -0.412
N 1.815 -1.163 4.212 0.297
C 2.783 -2.079 4.573 -0.472
C 3.934 -1.637 4.023 -0.457
N 3.630 -0.538 3.248 0.276
C 2.334 -0.256 3.393 -0.410
C 4.598 0.140 2.400 -0.879
H 0.247 0.777 5.524 0.397
H -1.249 0.024 5.220 0.507
H -0.356 0.699 3.879 -0.150
H -0.195 -1.909 4.080 0.286
H 0.402 -1.674 5.642 0.425
H 2.533 -2.916 5.201 0.553
H 4.950 -1.992 4.038 0.485
H 1.835 0.573 2.923 0.405
H 4.494 -0.078 1.341 0.285
H 5.613 -0.202 2.611 0.353
H 4.619 1.196 2.656 0.390
C -4.570 8.047 1.263 -1.508
C -3.626 6.873 1.411 0.001
N -2.860 6.650 0.163 0.298
C -2.342 7.614 -0.671 -0.293
C -1.592 6.996 -1.608 -0.579
N -1.699 5.631 -1.362 0.170
C -2.433 5.466 -0.275 -0.309
C -0.999 4.589 -2.092 -0.973
H -4.123 9.031 1.102 0.403
H -5.162 8.235 2.159 0.413
H -5.259 7.840 0.444 0.387
H -4.216 5.974 1.576 0.377
H -2.896 7.029 2.207 0.104
H -2.491 8.666 -0.501 0.455
H -1.038 7.329 -2.468 0.507
H -2.679 4.550 0.232 0.550
H -0.259 4.109 -1.449 0.287
H -0.416 5.038 -2.894 0.284
H -1.667 3.851 -2.527 0.401
C 4.312 -8.000 -2.975 -1.029
C 3.022 -7.788 -2.192 -0.555
N 3.069 -6.665 -1.248 0.267
C 4.020 -6.463 -0.271 -0.530
C 3.579 -5.443 0.502 -0.467
N 2.351 -5.052 0.019 0.304
C 2.114 -5.751 -1.089 -0.245
C 1.623 -3.867 0.491 -0.641
H 5.098 -8.336 -2.300 0.396
H 4.646 -7.075 -3.444 0.164
H 4.127 -8.740 -3.749 0.397
H 2.789 -8.696 -1.627 0.374
H 2.153 -7.731 -2.850 0.387
H 4.822 -7.167 -0.124 0.476
H 4.024 -5.051 1.400 0.535
H 1.201 -5.746 -1.661 0.422
H 0.551 -4.033 0.545 0.321
H 1.782 -3.074 -0.242 0.187
H 2.055 -3.601 1.449 0.224
C 4.092 -4.593 -4.682 -1.374
C 4.766 -3.948 -3.501 -0.338
N 3.983 -2.790 -2.993 0.302
C 2.623 -2.533 -3.125 -0.770
C 2.438 -1.322 -2.536 -1.137
N 3.619 -0.898 -2.001 0.410
C 4.550 -1.801 -2.322 -0.083
C 3.815 0.430 -1.391 -0.828
H 3.162 -5.050 -4.313 0.328
H 4.638 -5.438 -5.092 0.434
H 3.820 -3.885 -5.461 0.365
H 5.729 -3.513 -3.782 0.467
H 5.023 -4.576 -2.648 0.364
H 1.949 -3.296 -3.465 0.593
H 1.625 -0.610 -2.506 0.835
H 5.600 -1.729 -2.086 0.484
H 3.692 1.239 -2.104 0.311
H 4.815 0.461 -0.967 0.421
H 3.068 0.456 -0.599 0.145
C 0.415 -1.479 -6.886 -1.055
C -0.500 -0.269 -6.901 -0.287
N -1.210 -0.076 -5.623 0.186
C -1.342 1.134 -4.967 -0.734
C -1.969 0.878 -3.803 -0.115
N -2.270 -0.460 -3.779 0.176
C -1.759 -1.018 -4.872 -0.268
C -2.921 -1.156 -2.637 -1.117
H -0.171 -2.389 -6.731 0.367
H 1.164 -1.425 -6.093 0.154
H 0.908 -1.618 -7.846 0.425
H -1.262 -0.427 -7.666 0.259
H 0.031 0.649 -7.136 0.359
H -1.069 2.034 -5.491 0.534
H -2.292 1.513 -2.998 0.480
H -1.811 -2.054 -5.161 0.437
H -2.269 -1.976 -2.358 0.397
H -3.837 -1.545 -3.082 0.492
H -3.191 -0.418 -1.893 0.283
B 0.157 1.112 -0.306 0.734
F -1.164 1.233 0.222 -0.389
F 0.843 2.279 0.036 -0.401
F 0.756 -0.059 0.287 -0.380
F 0.106 0.895 -1.680 -0.313
```

Properties
- gap between HOMO and LUMO (eV) = 9.779
- net charge = +6
- largest force on an atom (eV/Å) = 2.120

(2)
Here is a structure of composition C42H78GaN3OSbSi4Te from OMol25. Energies are from the ωB97M-V functional and the def2-TZVPD basis.

The geometry in XYZ format:
```
131
Properties=species:S:1:pos:R:3:mulliken_charge:R:1
Ga 0.904 0.412 0.633 -0.554
C 2.653 1.588 1.057 -1.882
C 2.078 1.028 2.311 2.125
C 2.873 -0.156 2.585 -0.063
C 3.845 -0.252 1.584 -0.257
C 3.757 0.804 0.672 -1.733
C 4.767 1.099 -0.424 2.248
C 4.366 2.339 -1.224 -1.860
C 6.117 1.368 0.257 -1.882
C 4.942 -0.096 -1.373 -1.480
C 2.760 -1.216 3.693 2.517
C 3.684 -2.402 3.381 -2.070
C 1.340 -1.792 3.811 -1.605
C 3.214 -0.671 5.058 -1.908
C 1.470 2.042 3.308 2.749
C 0.857 3.236 2.559 -1.963
C 2.640 2.610 4.131 -1.678
C 0.399 1.479 4.243 -1.679
H 2.454 2.590 0.706 0.732
H 4.591 -1.032 1.530 0.672
H 4.362 3.232 -0.597 0.316
H 3.371 2.235 -1.662 0.364
H 5.074 2.506 -2.038 0.376
H 6.036 2.194 0.965 0.377
H 6.870 1.626 -0.490 0.479
H 6.465 0.490 0.803 0.336
H 4.028 -0.296 -1.936 0.131
H 5.214 -0.999 -0.821 0.204
H 5.735 0.107 -2.095 0.617
H 3.463 -2.840 2.404 0.212
H 3.535 -3.176 4.136 0.483
H 4.738 -2.119 3.406 0.397
H 1.171 -2.522 3.022 0.387
H 0.564 -1.032 3.746 0.011
H 1.228 -2.312 4.765 0.545
H 4.197 -0.200 4.981 0.334
H 3.296 -1.503 5.761 0.543
H 2.524 0.048 5.489 0.339
H 1.627 3.907 2.172 0.273
H 0.243 3.814 3.252 0.712
H 0.211 2.934 1.734 -0.039
H 3.417 3.001 3.469 0.260
H 3.092 1.865 4.778 0.249
H 2.283 3.434 4.755 0.474
H -0.466 1.124 3.681 -0.092
H 0.063 2.272 4.915 0.707
H 0.761 0.662 4.860 0.171
C -2.117 -4.488 -5.491 -1.414
C -0.878 -4.853 -4.720 0.775
C -0.791 -6.044 -4.007 -0.819
C 0.337 -6.358 -3.265 -0.308
C 1.415 -5.482 -3.224 -0.061
N 2.558 -5.879 -2.477 -0.017
C 3.553 -5.110 -1.939 0.206
O 4.673 -5.519 -1.747 -0.641
N 3.206 -3.786 -1.603 0.175
C 2.115 -3.394 -0.827 0.339
C 1.082 -4.232 -0.406 -0.156
C 0.100 -3.716 0.419 -1.764
C 0.132 -2.390 0.801 -1.112
N 1.104 -1.574 0.367 1.728
C 2.068 -2.071 -0.417 -0.358
C 1.358 -4.299 -3.950 -0.102
C 0.221 -4.000 -4.684 -0.717
H -2.703 -5.371 -5.742 0.404
H -1.867 -3.970 -6.418 0.367
H -2.755 -3.822 -4.905 0.245
H -1.618 -6.744 -4.030 0.380
H 0.387 -7.295 -2.720 0.442
H 2.834 -6.846 -2.560 0.287
H 4.045 -3.236 -1.481 0.110
H 1.063 -5.272 -0.695 0.743
H -0.699 -4.350 0.779 0.559
H -0.623 -1.966 1.443 0.971
H 2.859 -1.389 -0.693 -0.640
H 2.207 -3.629 -3.967 0.488
H 0.197 -3.082 -5.262 0.360
C 2.194 0.456 -4.335 -1.333
Sb 1.208 0.495 -2.447 0.534
C -0.470 -0.711 -2.971 -0.388
C 0.292 2.402 -2.677 -0.962
H 1.453 0.727 -5.086 0.467
H 2.585 -0.539 -4.542 0.388
H 3.016 1.171 -4.348 0.397
H -0.931 -0.316 -3.878 0.605
H -1.191 -0.699 -2.153 -0.316
H -0.153 -1.739 -3.148 -0.048
H -0.541 2.328 -3.377 0.493
H 1.018 3.124 -3.052 0.604
H -0.075 2.738 -1.712 -0.180
C -2.545 4.589 2.243 -0.627
Si -3.876 3.285 2.347 0.838
C -5.552 4.116 2.396 -1.217
C -3.662 2.203 3.849 -0.851
Si -3.810 1.990 0.396 -0.384
Te -1.593 0.663 0.771 -0.703
Si -3.684 3.215 -1.589 0.753
C -2.482 4.629 -1.426 -0.922
C -5.396 3.927 -1.857 -1.160
C -3.249 2.093 -3.012 -0.065
Si -5.014 -0.033 0.359 0.755
C -4.522 -1.051 -1.126 -0.711
C -6.820 0.440 0.245 -1.166
C -4.724 -1.000 1.928 -0.763
H -2.407 5.057 3.222 0.466
H -2.824 5.372 1.534 0.377
H -1.588 4.174 1.926 -0.194
H -5.630 4.754 3.281 0.392
H -6.366 3.387 2.440 0.292
H -5.716 4.747 1.518 0.299
H -3.442 2.823 4.723 0.401
H -2.846 1.490 3.723 0.094
H -4.574 1.639 4.058 0.352
H -2.853 5.372 -0.718 0.383
H -2.363 5.119 -2.396 0.422
H -1.501 4.308 -1.082 0.099
H -5.685 4.596 -1.042 0.279
H -6.155 3.143 -1.928 0.279
H -5.424 4.503 -2.786 0.399
H -2.334 1.531 -2.813 -0.747
H -3.103 2.685 -3.921 0.468
H -4.047 1.371 -3.205 0.388
H -4.813 -0.570 -2.062 0.284
H -5.018 -2.025 -1.079 0.438
H -3.442 -1.215 -1.152 -0.080
H -7.039 0.999 -0.669 0.295
H -7.128 1.056 1.094 0.305
H -7.441 -0.460 0.244 0.404
H -3.669 -1.241 2.068 0.099
H -5.290 -1.935 1.883 0.423
H -5.057 -0.446 2.810 0.271
```

Properties
- gap between HOMO and LUMO (eV) = 6.787
- net charge = +1
- largest force on an atom (eV/Å) = 0.609

Taking the records one at a time from the top gives highest occupied orbital energy values of -0.7841; -0.3644 hartree.
Taking the records one at a time from the top gives energy above the lowest of the compared OMol25 structures with the same formula, charge and spin values of 2.043; 0.000 eV.
Taking the records one at a time from the top gives LUMO values of -11.56; -3.13 eV.